No. 1
ORCA calculation (ωB97M-V with the def2-TZVPD basis set) on a molecular structure, C29H77F3MnN7O10S.

```
128
C29H77F3MnN7O10S (ωB97M-V with the def2-TZVPD basis set)
Mn -1.305 -2.439 2.221
C 1.321 -1.193 -1.586
F 2.404 -0.735 -0.993
F 1.106 -0.656 -2.777
F 1.292 -2.543 -1.739
S -0.198 -0.753 -0.450
O -1.467 -1.044 -1.170
O -0.236 -1.701 0.679
O 0.072 0.611 0.005
C 0.367 5.334 0.021
C -0.314 4.028 0.538
C -1.462 4.366 1.563
O -0.766 4.762 2.823
C -1.501 5.794 3.554
N -0.833 3.336 -0.658
H 0.911 5.202 -0.915
H 0.993 5.749 0.811
H -0.333 6.142 -0.191
H 0.507 3.428 0.931
H -2.131 3.558 1.863
H -2.191 5.069 1.160
H -1.797 6.726 3.072
H -0.760 6.064 4.306
H -2.373 5.348 4.033
H -0.704 2.352 -0.472
H -0.124 3.419 -1.373
C 6.003 0.427 -0.550
C 5.861 0.492 0.955
C 4.693 -0.324 1.578
O 4.550 -0.248 2.998
C 4.242 1.106 3.463
N 7.144 0.131 1.569
H 6.441 -0.458 -1.011
H 6.707 1.196 -0.867
H 5.016 0.618 -0.970
H 5.576 1.538 1.073
H 4.982 -1.369 1.458
H 3.753 -0.256 1.031
H 5.086 1.787 3.347
H 4.156 1.146 4.549
H 3.330 1.430 2.963
H 6.879 -0.267 2.459
H 7.486 -0.654 1.033
C -4.408 -0.917 -5.936
C -3.781 -1.110 -4.584
C -2.576 -2.069 -4.558
O -1.396 -1.776 -5.343
C -0.248 -2.678 -5.127
N -3.370 0.253 -4.291
H -4.839 -1.901 -6.117
H -3.705 -0.839 -6.766
H -5.170 -0.143 -6.023
H -4.482 -1.443 -3.818
H -3.018 -3.002 -4.907
H -2.280 -2.201 -3.517
H 0.090 -2.686 -4.091
H 0.557 -2.125 -5.612
H -0.418 -3.700 -5.465
H -2.931 0.613 -5.127
H -2.629 0.289 -3.604
C -3.918 0.374 0.227
C -3.423 -0.272 1.558
C -4.455 -0.128 2.713
O -3.896 -0.504 4.016
C -4.935 -0.707 4.985
N -3.056 -1.589 1.224
H -3.226 0.708 -0.547
H -4.526 1.247 0.463
H -4.646 -0.240 -0.303
H -2.449 0.166 1.775
H -5.206 -0.847 2.384
H -4.881 0.871 2.811
H -5.792 -1.143 4.472
H -5.383 0.211 5.365
H -4.624 -1.298 5.847
H -3.962 -1.971 0.994
H -2.682 -1.317 0.327
C -0.510 -6.085 1.655
C -0.583 -5.299 0.350
C -0.775 -6.048 -0.890
O -0.657 -5.201 -2.045
C -1.327 -5.688 -3.150
N -1.410 -4.116 0.595
H -1.236 -6.896 1.606
H -0.832 -5.493 2.512
H 0.447 -6.594 1.770
H 0.379 -4.800 0.236
H -1.831 -6.317 -0.927
H -0.139 -6.925 -1.006
H -1.018 -5.052 -3.980
H -2.382 -5.469 -2.986
H -1.177 -6.741 -3.388
H -1.472 -3.671 -0.309
H -2.329 -4.533 0.584
C 3.829 3.186 -2.309
C 4.112 3.267 -3.828
C 3.110 2.471 -4.613
O 1.825 3.145 -4.334
C 0.671 2.448 -4.600
N 4.200 4.697 -4.204
H 3.117 3.962 -2.030
H 4.803 3.449 -1.899
H 3.428 2.235 -1.958
H 5.096 2.809 -3.934
H 3.176 1.442 -4.259
H 3.150 2.602 -5.695
H 0.737 1.731 -5.418
H -0.189 3.109 -4.711
H 0.602 1.841 -3.698
H 3.249 4.901 -4.474
H 4.321 5.187 -3.329
C -1.040 1.438 3.751
C -0.331 0.077 3.777
C 0.463 -0.042 5.121
O 1.071 -1.277 5.036
C 1.896 -1.489 6.151
N -1.359 -0.950 3.743
H -1.301 1.747 2.738
H -0.466 2.300 4.092
H -1.929 1.549 4.372
H 0.337 0.005 2.918
H -0.275 -0.066 5.923
H 1.152 0.772 5.345
H 1.387 -1.294 7.095
H 2.779 -0.850 6.120
H 2.243 -2.521 6.178
H -1.460 -1.080 4.739
H -2.272 -0.523 3.812
```

## Properties
HOMO energy (spin up / spin down): -10.63 / -10.63 eV
Orbital gap (spin up / spin down): 7.66 / 7.00 eV
Expectation value of S²: 8.754
Spin multiplicity: 6
Net charge: +1
Energy above the lowest of the compared OMol25 structures with the same formula, charge and spin: 669.9 kJ/mol

No. 2
ORCA calculation (ωB97M-V with the def2-TZVPD basis set) on 10 unconnected molecules or ions with the total composition C29H79NO15.

```
124
C29H79NO15 (ωB97M-V with the def2-TZVPD basis set)
C -5.315 1.802 -0.330
C -6.569 1.019 -0.662
O -7.081 0.340 0.509
O -4.260 0.942 0.109
H -5.465 2.396 0.570
H -4.996 2.407 -1.180
H -6.334 0.193 -1.340
H -7.356 1.659 -1.050
H -6.324 -0.198 0.778
H -3.746 0.532 -0.622
C 2.528 -2.612 0.276
C 3.152 -1.596 -0.661
O 4.330 -1.040 -0.134
O 2.190 -2.033 1.536
H 3.101 -3.538 0.400
H 1.584 -2.957 -0.163
H 2.381 -0.836 -0.846
H 3.322 -2.128 -1.600
H 4.184 -0.922 0.821
H 3.021 -1.996 2.033
C 0.922 1.036 -2.998
C 0.207 2.340 -2.752
O -0.261 2.915 -3.974
O 2.110 1.258 -3.773
H 0.322 0.364 -3.620
H 1.253 0.603 -2.054
H 0.824 3.119 -2.296
H -0.643 2.155 -2.084
H -1.119 3.324 -3.793
H 1.897 1.895 -4.465
C -2.345 4.374 -1.493
C -3.331 5.435 -1.030
O -4.573 4.838 -0.634
O -2.681 3.628 -2.636
H -2.065 3.736 -0.649
H -1.443 4.977 -1.652
H -3.570 6.182 -1.792
H -2.882 5.917 -0.156
H -5.293 5.440 -0.830
H -3.633 3.481 -2.647
C -3.215 1.597 -5.548
O -3.972 0.474 -5.160
C -3.950 0.173 -3.792
C -2.536 -0.100 -3.256
N -2.554 -0.405 -1.814
C -3.071 -1.723 -1.496
C -2.447 -2.986 -2.088
O -1.245 -3.302 -1.403
C -0.262 -3.839 -2.275
H -3.240 2.412 -4.813
H -3.618 2.030 -6.462
H -2.169 1.305 -5.668
H -4.564 -0.719 -3.671
H -4.423 0.968 -3.202
H -1.887 0.759 -3.416
H -2.092 -0.927 -3.820
H -1.604 -0.231 -1.509
H -4.144 -1.792 -1.706
H -3.098 -1.842 -0.409
H -2.312 -2.899 -3.170
H -3.181 -3.787 -1.947
H -0.616 -4.807 -2.648
H 0.625 -4.008 -1.663
H 0.001 -3.187 -3.112
C -0.552 -5.960 1.461
C -0.857 -5.275 2.795
C -1.341 -3.826 2.618
O -1.737 -5.996 3.640
H -0.264 -7.012 1.453
H 0.361 -5.461 1.113
H -1.355 -5.863 0.727
H 0.090 -5.233 3.346
H -2.252 -3.714 2.024
H -0.583 -3.234 2.101
H -1.508 -3.417 3.614
H -2.639 -5.740 3.414
C 3.318 2.517 -1.206
C 4.734 3.054 -1.138
C 5.163 3.719 -2.441
O 4.774 4.057 -0.101
H 3.292 1.732 -1.969
H 2.509 3.220 -1.402
H 3.167 2.003 -0.256
H 5.458 2.263 -0.945
H 5.240 3.009 -3.272
H 6.139 4.204 -2.386
H 4.447 4.476 -2.774
H 3.899 4.450 -0.057
C 1.370 -2.428 6.713
C 1.428 -2.467 5.173
C 0.930 -1.107 4.644
O 2.714 -2.655 4.598
H 1.424 -3.438 7.116
H 0.600 -1.741 7.059
H 2.264 -1.947 7.136
H 0.689 -3.232 4.923
H 1.485 -0.305 5.137
H -0.132 -0.979 4.850
H 1.094 -0.975 3.574
H 2.915 -3.585 4.767
C 6.482 0.392 2.028
C 5.330 0.407 3.062
C 4.312 1.460 2.703
O 4.802 -0.936 2.898
H 7.039 -0.537 2.131
H 7.020 1.342 1.996
H 6.095 0.318 1.005
H 5.817 0.595 4.022
H 4.765 2.394 2.376
H 3.590 1.522 3.522
H 3.724 1.113 1.848
H 4.318 -1.151 3.715
C 0.780 1.317 1.141
C -0.588 0.838 0.659
C -1.201 -0.229 1.569
O -1.505 1.921 0.566
H 0.688 1.598 2.193
H 1.128 2.177 0.580
H 1.367 0.399 1.069
H -0.443 0.324 -0.307
H -2.056 -0.750 1.145
H -1.380 0.170 2.570
H -0.431 -0.983 1.777
H -2.408 1.572 0.614
```

## Properties
HOMO energy: -9.64 eV
Orbital gap: 10.01 eV
Spin multiplicity: 1
SMILES: COCCNCCOC.CC(C)O.CC(C)O.CC(C)O.CC(C)O.CC(C)O.OCCO.OCCO.OCCO.OCCO
Energy above the lowest of the compared OMol25 structures with the same formula, charge and spin: 0.0 kJ/mol

No. 3
ORCA calculation (ωB97M-V with the def2-TZVPD basis set) on 12 unconnected molecules or ions with the total composition C29H81ClNO11.

```
123
C29H81ClNO11 (ωB97M-V with the def2-TZVPD basis set)
Cl 0.249 -0.112 3.419
C -1.034 -1.014 2.526
C -0.516 -2.438 2.358
C 0.439 -2.683 1.179
N -0.197 -3.134 -0.111
C 0.903 -3.537 -1.076
C 1.071 -2.443 -2.158
C -0.022 -1.402 -1.787
C -1.025 -2.170 -0.899
H -1.180 -0.476 1.592
H -1.952 -0.954 3.108
H -1.313 -3.186 2.345
H 0.062 -2.645 3.261
H 1.100 -3.502 1.465
H 1.056 -1.799 1.003
H -0.708 -3.995 0.108
H 0.699 -4.510 -1.525
H 1.842 -3.645 -0.535
H 2.041 -1.957 -2.055
H 0.934 -2.843 -3.164
H 0.465 -0.668 -1.138
H -0.494 -0.950 -2.656
H -1.594 -1.468 -0.295
H -1.753 -2.733 -1.490
C -1.957 -4.737 -5.870
C -1.608 -3.808 -4.725
O -0.493 -2.963 -5.010
H -1.103 -5.364 -6.128
H -2.798 -5.381 -5.611
H -2.227 -4.164 -6.759
H -1.319 -4.381 -3.841
H -2.458 -3.172 -4.469
H -0.699 -2.425 -5.780
C -4.308 -0.494 -1.574
C -4.883 -0.935 -2.893
O -4.174 -2.067 -3.396
H -3.254 -0.260 -1.729
H -4.810 0.394 -1.195
H -4.379 -1.280 -0.813
H -4.759 -0.138 -3.625
H -5.949 -1.171 -2.823
H -4.289 -2.799 -2.783
C 2.810 3.458 2.591
C 2.485 3.051 1.165
O 3.278 1.910 0.789
H 3.867 3.708 2.687
H 2.218 4.316 2.909
H 2.608 2.624 3.268
H 2.705 3.874 0.486
H 1.422 2.802 1.069
H 3.062 1.215 1.417
C -4.688 1.657 4.181
C -5.749 1.112 3.255
O -6.016 1.971 2.163
H -4.975 2.638 4.557
H -4.542 0.995 5.036
H -3.730 1.774 3.660
H -6.696 1.012 3.785
H -5.467 0.115 2.886
H -5.217 2.091 1.647
C -1.172 0.532 7.653
C -1.966 1.523 6.823
O -3.354 1.477 7.171
H -1.535 -0.484 7.489
H -0.111 0.570 7.399
H -1.285 0.757 8.715
H -1.868 1.294 5.762
H -1.599 2.543 6.982
H -3.364 1.716 8.103
C -3.171 -6.826 2.852
C -3.128 -6.025 1.569
O -1.893 -5.293 1.444
H -3.054 -6.172 3.716
H -4.117 -7.357 2.942
H -2.363 -7.560 2.879
H -3.922 -5.280 1.549
H -3.249 -6.677 0.701
H -1.178 -5.939 1.452
C 3.654 2.515 -3.602
C 2.528 1.597 -3.170
O 2.785 0.985 -1.916
H 4.591 1.963 -3.663
H 3.451 2.960 -4.577
H 3.798 3.321 -2.878
H 2.402 0.786 -3.889
H 1.590 2.148 -3.116
H 2.886 1.679 -1.248
C 0.613 1.432 12.070
C 0.323 2.188 10.787
O -1.052 2.556 10.682
H -0.009 0.539 12.132
H 1.661 1.134 12.121
H 0.390 2.051 12.942
H 0.532 1.562 9.920
H 0.950 3.082 10.717
H -1.267 3.122 11.428
C -1.544 3.843 -4.446
C -1.639 2.465 -3.810
O -2.823 2.357 -3.030
H -1.553 4.616 -3.678
H -0.637 3.949 -5.038
H -2.398 4.020 -5.104
H -0.800 2.284 -3.136
H -1.626 1.686 -4.581
H -3.565 2.512 -3.622
C 7.653 3.509 -3.567
C 7.394 4.034 -4.966
O 6.028 4.399 -5.159
H 7.022 2.644 -3.360
H 8.697 3.217 -3.446
H 7.423 4.273 -2.820
H 7.612 3.267 -5.708
H 8.036 4.895 -5.175
H 5.818 5.089 -4.524
C 3.915 1.225 -7.651
C 4.999 0.267 -7.199
O 6.288 0.682 -7.633
H 3.910 1.318 -8.737
H 2.930 0.886 -7.325
H 4.093 2.220 -7.235
H 4.841 -0.725 -7.622
H 4.992 0.174 -6.107
H 6.455 1.555 -7.265
```

## Properties
HOMO energy: -11.55 eV
Orbital gap: 9.13 eV
Spin multiplicity: 1
Net charge: +1

spin multiplicity of number 3 (C29H81ClNO11)?
1